C54H73AsF6N5O22S6 | the ωB97M-V functional and the def2-TZVPD basis

Element x y z (Å)
As: -0.15 0.21 -0.30
F: -1.36 -0.90 -1.05
F: 0.90 0.01 -1.72
F: 0.97 1.35 0.57
F: -1.36 0.54 0.98
F: 0.57 -1.17 0.52
F: -0.83 1.63 -1.12
C: -5.21 -5.46 3.28
C: -6.10 -6.35 3.89
C: -7.03 -5.85 4.81
C: -7.06 -4.50 5.17
C: -6.27 -3.61 4.35
C: -5.40 -4.11 3.42
N: -7.81 -4.00 6.36
O: -7.94 -2.82 6.54
O: -8.16 -4.85 7.18
H: -4.55 -5.75 2.47
H: -6.01 -7.40 3.70
H: -7.69 -6.55 5.31
H: -6.36 -2.54 4.51
H: -4.79 -3.47 2.80
C: -3.42 6.86 4.87
C: -3.14 5.49 4.78
C: -3.75 4.63 5.73
C: -4.63 5.15 6.70
C: -4.93 6.52 6.66
C: -4.41 7.37 5.74
N: -5.21 4.34 7.79
O: -5.11 3.12 7.77
O: -5.73 4.92 8.74
H: -2.91 7.53 4.20
H: -2.46 5.12 4.03
H: -3.40 3.62 5.87
H: -5.59 6.98 7.39
H: -4.59 8.44 5.78
C: 6.87 -1.99 1.56
C: 6.32 -2.16 2.90
C: 6.64 -3.22 3.71
C: 7.58 -4.13 3.24
C: 8.00 -4.01 1.89
C: 7.76 -2.96 1.13
N: 8.02 -5.33 4.03
O: 8.96 -6.01 3.62
O: 7.56 -5.48 5.12
H: 6.65 -1.07 1.03
H: 5.58 -1.43 3.21
H: 6.15 -3.32 4.67
H: 8.71 -4.72 1.50
H: 8.26 -2.91 0.17
C: -8.36 2.95 1.96
C: -7.38 2.69 0.98
C: -7.60 1.75 0.01
C: -8.90 1.13 -0.10
C: -9.86 1.39 0.85
C: -9.59 2.30 1.89
N: -9.25 0.18 -1.20
O: -10.02 -0.70 -0.95
O: -8.76 0.35 -2.32
H: -8.22 3.55 2.85
H: -6.43 3.19 0.97
H: -6.81 1.70 -0.72
H: -10.77 0.80 0.83
H: -10.32 2.56 2.65
C: 5.57 4.09 -4.31
C: 6.72 4.71 -4.82
C: 6.70 5.39 -5.99
C: 5.53 5.37 -6.81
C: 4.42 4.73 -6.32
C: 4.42 4.10 -5.05
N: 5.51 5.94 -8.23
O: 6.45 6.65 -8.54
O: 4.46 5.79 -8.90
H: 5.60 3.66 -3.32
H: 7.66 4.82 -4.30
H: 7.57 5.87 -6.40
H: 3.48 4.80 -6.84
H: 3.47 3.79 -4.64
C: 4.83 -3.11 -8.29
C: 4.73 -1.83 -7.39
C: 5.22 -2.31 -5.99
S: 6.57 -3.62 -6.26
O: 6.22 -4.84 -5.56
O: 7.90 -3.03 -6.06
C: 6.22 -3.76 -8.09
H: 4.57 -3.08 -9.34
H: 4.14 -3.88 -7.95
H: 3.76 -1.34 -7.35
H: 5.33 -1.01 -7.78
H: 4.37 -2.87 -5.58
H: 5.56 -1.53 -5.32
H: 6.38 -4.79 -8.42
H: 6.91 -3.07 -8.56
C: 0.57 -6.54 7.78
C: 0.08 -5.86 6.53
C: -0.22 -4.37 6.89
S: 0.92 -3.87 8.27
O: 0.12 -3.72 9.51
O: 1.97 -2.89 7.97
C: 1.65 -5.59 8.40
H: 0.91 -7.54 7.53
H: -0.23 -6.66 8.51
H: -0.89 -6.29 6.27
H: 0.71 -5.96 5.65
H: -1.24 -4.20 7.22
H: 0.02 -3.71 6.06
H: 2.01 -5.81 9.41
H: 2.51 -5.52 7.74
C: -1.90 1.17 -6.93
C: -2.29 -0.30 -6.78
C: -2.73 -0.89 -8.12
S: -2.06 0.17 -9.47
O: -3.09 0.46 -10.46
O: -0.85 -0.44 -9.94
C: -1.67 1.65 -8.41
H: -1.01 1.41 -6.34
H: -2.67 1.82 -6.51
H: -3.12 -0.24 -6.08
H: -1.40 -0.89 -6.52
H: -3.79 -0.69 -8.29
H: -2.42 -1.87 -8.50
H: -2.43 2.37 -8.72
H: -0.75 2.07 -8.81
C: 4.36 2.97 6.15
C: 5.09 4.11 5.29
C: 6.55 3.74 5.08
S: 7.05 3.26 6.78
O: 7.15 4.43 7.65
O: 8.04 2.20 6.83
C: 5.41 2.42 7.05
H: 3.79 2.24 5.58
H: 3.63 3.53 6.75
H: 5.12 5.06 5.83
H: 4.60 4.27 4.33
H: 7.29 4.51 4.87
H: 6.64 2.89 4.40
H: 5.17 2.23 8.09
H: 5.59 1.37 6.80
C: -0.69 -6.83 -2.49
C: 0.75 -6.46 -2.11
C: 1.00 -7.13 -0.76
S: 0.10 -8.80 -0.76
O: -0.72 -8.96 0.46
O: 1.09 -9.80 -1.16
C: -0.99 -8.29 -2.19
H: -0.90 -6.67 -3.54
H: -1.38 -6.17 -1.95
H: 0.84 -5.37 -2.12
H: 1.42 -6.86 -2.87
H: 0.59 -6.53 0.06
H: 2.06 -7.30 -0.55
H: -1.97 -8.36 -1.72
H: -0.92 -9.07 -2.95
C: -2.90 7.37 -5.00
C: -2.71 8.84 -4.73
C: -4.05 9.32 -4.16
S: -4.52 8.02 -2.95
O: -5.89 7.66 -3.19
O: -4.06 8.50 -1.66
C: -3.38 6.75 -3.64
H: -1.91 7.00 -5.26
H: -3.57 7.21 -5.85
H: -2.51 9.35 -5.67
H: -1.81 8.91 -4.12
H: -4.78 9.26 -4.97
H: -4.03 10.32 -3.73
H: -3.88 5.79 -3.73
H: -2.63 6.58 -2.87

The value obtained for the HOMO energy is -0.3182 Ha. The total energy is -9254.1405 Ha. Its charge is -1. The value obtained for the HOMO-LUMO gap is 0.32930 Eh. Its maximum force is 4.74 eV/Å.